# 1
{
  "formula": "C45H48As2InN10O8SSi",
  "method": "ωB97M-V/def2-TZVPD",
  "gap_ev": 6.694,
  "total_charge": 1,
  "fmax_ev_per_a": 5.0,
  "e_above_lowest_ev": 1.939,
  "spin_multiplicity": 1,
  "lumo_ha": -0.119,
  "e_homo_ev": -9.94,
  "elements": ["In", "N", "N", "C", "N", "S", "H", "H", "H", "H", "H", "C", "C", "C", "C", "C", "C", "N", "N", "C", "C", "C", "C", "C", "C", "H", "H", "H", "H", "H", "H", "H", "H", "H", "N", "C", "N", "C", "N", "C", "C", "N", "C", "C", "N", "H", "H", "H", "H", "H", "C", "C", "C", "C", "C", "C", "Si", "C", "C", "C", "C", "C", "C", "H", "H", "H", "H", "H", "H", "H", "H", "H", "H", "H", "C", "O", "C", "O", "C", "C", "As", "C", "C", "C", "As", "C", "C", "O", "O", "C", "C", "O", "O", "C", "C", "O", "O", "C", "H", "H", "H", "H", "H", "H", "H", "H", "H", "H", "H", "H", "H", "H", "H", "H", "H", "H"],
  "coordinates": [[2.08463, 1.51523, -1.49149], [1.87737, 0.12059, 0.49776], [1.25303, 0.86914, 1.54533], [1.85111, 1.97663, 1.92371], [1.57538, 2.33108, 3.19167], [2.72284, 2.99939, 0.85798], [1.23597, -0.61510, 0.32874], [2.87927, -0.29699, 0.67685], [0.66085, 0.41138, 2.24198], [1.04447, 1.81997, 3.87114], [1.95128, 3.22848, 3.50887], [-3.52814, 4.74235, -2.11477], [-2.87289, 4.43664, -0.93983], [-1.98818, 3.33965, -0.90089], [-1.71238, 2.66311, -2.08974], [-2.47453, 2.87865, -3.27294], [-3.31775, 3.96478, -3.25549], [-0.68529, 1.74143, -2.08126], [-0.69592, 0.91850, -3.08774], [-0.00369, -0.21404, -3.00819], [-0.61442, -1.39197, -3.54587], [0.03315, -2.62641, -3.46605], [1.25306, -2.73003, -2.72052], [1.74270, -1.60925, -2.05436], [1.18975, -0.31319, -2.18731], [-4.26768, 5.57072, -2.17653], [-3.06619, 5.02901, -0.04882], [-1.43719, 2.87561, -0.07213], [-2.21025, 2.32413, -4.17508], [-3.86542, 4.20643, -4.12180], [-1.61897, -1.31928, -3.93711], [-0.31515, -3.50704, -3.94479], [1.80973, -3.66718, -2.74903], [2.63265, -1.77233, -1.48210], [5.71123, -2.29893, 1.89123], [4.50383, -1.82930, 2.03174], [4.17044, -1.09605, 0.94273], [5.33022, -1.08843, 0.21240], [6.32536, -1.78058, 0.78763], [5.46892, -0.44041, -1.01782], [6.66589, -0.62076, -1.66032], [6.86610, -0.48486, -2.99278], [5.84501, 0.06417, -3.65616], [4.70486, 0.48055, -2.98744], [4.50708, 0.27855, -1.66958], [6.31188, -2.91616, 2.52069], [3.86957, -2.07028, 2.93930], [7.45464, -1.10775, -1.09926], [5.93737, 0.27821, -4.74578], [3.96113, 1.08727, -3.56067], [2.77094, 3.00531, -7.52245], [1.53670, 3.59425, -7.16658], [1.21583, 3.83050, -5.83093], [2.16038, 3.59815, -4.83175], [3.48475, 3.27172, -5.19522], [3.76022, 2.91272, -6.53763], [1.73243, 3.89294, -2.98319], [2.48172, 5.51304, -2.34697], [2.95237, 6.38254, -3.33866], [3.21678, 7.74077, -2.99356], [3.42164, 8.05811, -1.67846], [3.05924, 7.11092, -0.70813], [2.48156, 5.94483, -1.02450], [3.05036, 2.67920, -8.52311], [0.74545, 3.70951, -7.90971], [0.22216, 4.16994, -5.53090], [4.25487, 3.18669, -4.47959], [4.77825, 2.71208, -6.86878], [0.29822, 4.32626, -3.19780], [2.98014, 6.09897, -4.36493], [3.25245, 8.49495, -3.81586], [3.83655, 9.03059, -1.38771], [3.17764, 7.30005, 0.38339], [2.19819, 5.26643, -0.25106], [-2.90600, -6.55930, 7.49864], [-3.31887, -5.61358, 6.45917], [-2.24339, -5.21415, 5.69611], [-1.09470, -5.32807, 6.12516], [-2.59267, -4.70175, 4.31704], [-3.55148, -5.34045, 3.57133], [-5.16356, -4.23548, 3.14028], [-5.16341, -4.61950, 1.26023], [-4.34527, -2.47199, 2.75407], [-3.05272, -2.10353, 3.05823], [-1.55837, -3.40171, 3.29948], [-0.54785, -2.77680, 4.86251], [-2.65306, -0.66418, 2.82177], [-1.55365, -0.45559, 2.27430], [-3.48412, 0.17613, 3.42829], [-2.90482, 1.49717, 3.66280], [-5.27094, -1.52763, 1.94465], [-4.79994, -0.76585, 1.10912], [-6.52040, -1.64680, 2.28006], [-7.55561, -1.03639, 1.37814], [-3.91664, -6.80606, 3.51506], [-5.08637, -7.16458, 3.42498], [-2.95990, -7.73306, 3.65441], [-1.61168, -7.50386, 3.21195], [-3.77361, -7.01561, 8.03589], [-2.27795, -5.92783, 8.17874], [-2.28938, -7.39181, 7.14752], [-4.88117, -5.69639, 1.16168], [-4.31842, -4.07301, 0.84507], [-6.07636, -4.42652, 0.78025], [-1.18255, -2.56556, 5.73081], [-0.18193, -1.79459, 4.45951], [0.34262, -3.38693, 5.16604], [-2.92635, 2.06190, 2.73802], [-1.82259, 1.31461, 3.98520], [-3.56492, 1.85417, 4.52578], [-6.97221, -0.49984, 0.56386], [-8.05389, -0.32686, 2.13164], [-8.20801, -1.84998, 1.06444], [-1.43176, -6.46480, 2.76633], [-1.43797, -8.24551, 2.37600], [-0.91370, -7.75416, 4.04342]],
  "atomic_forces_ev_per_a": [[-0.669, 1.054, -0.191], [-0.088, 1.008, 0.619], [0.957, -1.388, -0.202], [-0.347, 1.237, 0.374], [0.975, 1.924, 0.286], [-0.041, -0.908, 0.475], [-0.637, -0.830, -0.729], [-1.560, 0.587, 0.581], [0.145, -0.362, -0.588], [-0.102, -0.445, -0.200], [-0.373, -0.578, -0.264], [-0.477, 0.373, -0.194], [0.260, -0.610, 0.781], [0.449, -0.204, -0.839], [-1.351, 0.865, -1.410], [1.179, 0.852, 0.801], [-0.128, -0.390, 0.420], [1.020, -3.605, -1.349], [-2.779, 3.827, 1.614], [2.820, -3.229, 1.837], [0.798, 0.268, 0.332], [1.673, 1.130, 1.292], [-1.453, 0.534, -1.029], [-0.348, 0.460, -0.694], [-0.799, -1.256, -1.809], [0.796, -0.620, 0.194], [0.050, -0.185, -0.080], [-0.337, 0.996, 0.197], [-0.382, 0.183, 0.348], [-0.554, 0.269, -1.000], [0.075, 0.121, -0.395], [-0.615, -0.472, -0.338], [-0.207, 0.205, 0.296], [0.568, 0.176, 0.358], [3.227, -0.621, 0.546], [-2.486, 0.155, 0.246], [1.626, -0.915, 1.396], [-0.507, -1.081, 3.608], [-1.386, -0.232, -0.275], [-0.063, 2.180, -3.401], [1.151, -1.426, -1.567], [-0.633, 0.836, 0.772], [0.653, 0.074, -0.411], [-0.600, 0.957, 0.588], [-0.271, -0.757, -0.388], [-1.454, 1.335, -1.108], [0.750, 0.402, -1.537], [0.183, 0.171, -0.200], [0.027, -0.499, 0.949], [0.466, -0.679, 0.676], [-0.080, 0.758, 0.905], [-0.117, -1.159, -0.471], [0.246, -0.203, 0.035], [1.185, 0.361, 0.996], [-1.490, -0.799, -2.094], [-0.103, 0.850, 0.452], [-0.228, 0.001, -0.484], [0.490, -0.560, -1.351], [-0.868, 1.387, 1.305], [0.230, -0.687, -1.655], [-0.121, 0.358, 0.756], [0.758, 2.057, 1.911], [0.095, -1.645, -0.802], [-0.461, 0.306, 0.075], [0.343, 0.098, 0.067], [0.220, -0.059, -0.286], [0.782, 0.068, 0.835], [-0.155, -0.332, 0.288], [0.181, -0.609, 0.548], [-0.096, -0.199, -0.611], [0.482, -0.682, 0.850], [-0.391, -0.378, -0.091], [0.051, 0.270, -0.994], [-0.414, -0.177, 0.407], [0.369, 0.963, 1.397], [0.711, -0.796, -1.321], [1.884, -1.280, 0.604], [-1.549, 0.368, -0.841], [-1.569, -1.421, 0.356], [-0.204, 0.340, 0.557], [0.749, 0.095, -0.493], [1.615, -1.634, -0.261], [1.431, 0.363, 0.750], [-2.238, 0.295, -0.919], [-0.362, 0.207, 0.895], [0.841, 1.649, -0.266], [1.732, -1.892, -0.496], [-1.787, 0.852, 1.253], [1.455, 0.490, -0.414], [0.035, -0.939, 1.655], [2.650, 0.811, -0.023], [-0.805, -0.995, 0.662], [-1.574, -0.542, -0.675], [1.330, 1.512, 1.641], [-1.894, 0.130, 1.626], [1.607, 0.675, -0.207], [0.359, 0.407, -0.305], [0.818, -0.135, -1.248], [0.392, 0.968, -0.775], [-0.602, -1.004, -0.173], [-0.087, 0.389, -0.482], [-0.642, 0.743, -0.016], [-0.288, 0.128, -0.350], [-1.138, 0.299, -0.773], [0.185, -0.174, -0.221], [0.000, -0.567, 0.645], [-1.091, 0.326, -0.558], [-0.164, 0.336, 0.143], [-1.500, 0.581, -0.301], [1.223, 0.084, -1.474], [-1.173, -0.682, 0.942], [0.361, -0.910, -1.712], [0.127, 0.237, -0.070], [-0.284, -1.449, 0.935], [-0.108, 0.770, 0.919], [-0.552, 0.493, -0.585]]
}

=====

# 2
{
  "formula": "C5H6BrNS",
  "method": "ωB97M-V/def2-TZVPD",
  "gap_ev": 9.077,
  "total_charge": 0,
  "fmax_ev_per_a": 4.7,
  "e_above_lowest_ev": 3.324,
  "spin_multiplicity": 1,
  "lumo_ha": 0.008,
  "e_homo_ev": -8.85,
  "elements": ["C", "C", "C", "C", "C", "N", "S", "Br", "H", "H", "H", "H", "H", "H"],
  "coordinates": [[0.23722, 0.94100, 1.81208], [1.53491, 0.44711, 1.93089], [0.45851, -0.01205, -0.18695], [-0.85268, 0.30871, -2.10903], [0.15529, -0.24031, -1.59485], [-0.28918, 0.72874, 0.64347], [1.87703, -0.42189, 0.46797], [1.08724, -1.65138, -2.40779], [-0.15550, 1.74276, 2.33188], [2.34820, 0.68873, 2.70750], [-1.76663, -1.91420, 1.07584], [-0.87790, 0.23155, -3.16575], [-1.67112, 0.79372, -1.63639], [-2.08538, -1.64250, 0.13114]],
  "atomic_forces_ev_per_a": [[3.558, -0.362, -0.200], [0.945, 0.171, 0.835], [-2.126, 1.299, 0.939], [-2.956, 1.432, -3.266], [2.186, -1.908, 3.409], [-1.794, -1.025, -3.667], [2.884, -0.391, 2.283], [0.581, 0.117, -0.497], [-0.926, 0.966, 1.811], [-1.605, -0.746, -1.345], [-1.467, 1.198, -4.296], [-0.791, -0.279, -0.999], [0.079, 0.797, 0.701], [1.433, -1.270, 4.292]]
}

=====

# 3
{
  "formula": "C3H6ClNO",
  "method": "ωB97M-V/def2-TZVPD",
  "gap_ev": [6.742, 6.335],
  "s2": 2.006,
  "total_charge": 0,
  "fmax_ev_per_a": 3.9,
  "e_above_lowest_ev": 1.312,
  "spin_multiplicity": 3,
  "lumo_ha": [0.034, -0.139],
  "e_homo_ev": [-5.81, -10.13],
  "elements": ["C", "C", "C", "N", "O", "Cl", "H", "H", "H", "H", "H", "H"],
  "coordinates": [[-0.07001, -0.91246, 0.06752], [0.94158, 0.22723, -0.12809], [-1.59213, -0.65134, 0.09345], [0.71425, 1.56807, -0.04933], [0.63770, -0.51070, -1.19216], [3.14502, -0.27577, 0.26328], [0.32549, -1.76869, 0.56227], [-1.80590, 0.49619, 0.07463], [-1.98460, -1.16087, 0.88622], [-2.16050, -1.13341, -0.75900], [1.14436, 2.14191, -0.69780], [0.70474, 1.97984, 0.87900]],
  "atomic_forces_ev_per_a": [[-0.023, 2.948, -1.093], [-2.660, -1.588, 1.930], [1.185, 1.974, -3.195], [-1.419, 0.419, 1.541], [-0.822, -1.149, -0.932], [2.372, -0.446, 0.341], [0.182, -0.737, -0.044], [0.249, -2.190, 0.223], [-1.055, -0.772, 2.659], [0.971, 0.686, 0.439], [0.958, 1.189, -1.602], [0.062, -0.335, -0.268]]
}

=====

Question: Which formula does entry 3 have?
Answer: C3H6ClNO